Record 1
18
Properties=species:S:1:pos:R:3 method="wB97M-V/def2-TZVPD" e_tot_ha=-986.00470 spin_multiplicity=1 e_lumo_ev=-1.094 homo_energy_ev=-8.16 homo_lumo_gap_ev=7.07 relative_energy_kj_mol=124.1
C -1.37 -1.26 0.31
C -2.71 0.74 0.02
C 3.17 0.12 0.49
C 1.96 -0.17 -0.28
N -0.19 -0.72 0.00
N -2.50 -0.61 0.18
N 0.82 -0.53 0.56
N -1.81 1.48 -0.63
O -1.90 2.71 -0.77
O -0.82 0.79 -1.10
Cl -3.82 -1.67 -0.29
H -1.31 -2.25 0.79
H -3.64 1.03 0.45
H 2.95 -0.13 1.50
H 4.08 -0.26 0.14
H 3.27 1.19 0.50
H 1.61 0.60 -0.92
H 2.21 -1.06 -0.94



Record 2
48
Properties=species:S:1:pos:R:3 method="wB97M-V/def2-TZVPD" e_tot_ha=-1056.68048 spin_multiplicity=1 e_lumo_ev=0.688 homo_energy_ev=-8.45 homo_lumo_gap_ev=9.14 relative_energy_kj_mol=0.0
C 3.15 1.41 -3.98
C 2.30 1.83 -2.79
O 1.00 1.25 -2.94
C 0.17 1.38 -1.91
O 0.46 1.96 -0.89
C -1.17 0.75 -2.17
C -1.52 -0.33 -1.12
O -1.97 -1.40 -1.46
N -1.31 0.09 0.13
C -1.39 -0.74 1.33
C -0.40 -1.93 1.22
C 0.95 -1.52 0.69
C 1.93 -0.98 1.52
C 3.15 -0.58 1.01
C 3.42 -0.73 -0.34
O 4.64 -0.32 -0.81
C 2.47 -1.30 -1.17
C 1.24 -1.68 -0.66
C -2.82 -1.30 1.49
C -3.84 -0.19 1.70
C -3.48 0.65 2.92
C -2.09 1.25 2.74
C -1.05 0.15 2.53
H 2.72 1.80 -4.90
H 4.15 1.80 -3.86
H 3.19 0.33 -4.05
H 2.20 2.92 -2.74
H 2.73 1.48 -1.84
H -1.94 1.52 -2.11
H -1.18 0.29 -3.16
H -0.79 0.95 0.24
H -0.29 -2.38 2.21
H -0.83 -2.66 0.54
H 1.74 -0.87 2.57
H 3.91 -0.15 1.65
H 4.71 -0.53 -1.75
H 2.68 -1.44 -2.23
H 0.51 -2.13 -1.31
H -2.83 -1.98 2.34
H -3.07 -1.87 0.59
H -3.87 0.45 0.81
H -4.83 -0.63 1.82
H -4.22 1.44 3.06
H -3.50 0.02 3.81
H -1.82 1.84 3.62
H -2.10 1.93 1.88
H -0.07 0.61 2.37
H -1.01 -0.47 3.42



Record 3
14
Properties=species:S:1:pos:R:3 method="wB97M-V/def2-TZVPD" e_tot_ha=-307.55860 spin_multiplicity=1 e_lumo_ev=0.557 homo_energy_ev=-8.70 homo_lumo_gap_ev=9.26 relative_energy_kj_mol=403.9
C 1.55 0.50 -0.04
C 0.32 -0.37 0.13
O -0.23 -0.17 1.48
C -1.18 -0.94 1.89
C -0.85 -0.07 -0.81
O -0.92 1.28 -1.19
H 1.32 1.56 0.07
H 2.31 0.24 0.71
H 1.99 0.36 -1.03
H 0.60 -1.43 0.08
H -1.77 -0.36 -0.27
H -1.32 -1.73 1.08
H -0.83 -0.68 -1.72
H -0.99 1.80 -0.38



Record 4
15
Properties=species:S:1:pos:R:3 method="wB97M-V/def2-TZVPD" e_tot_ha=-736.24557 spin_multiplicity=1 e_lumo_ev="-0.119 / -0.772" homo_energy_ev="-7.98 / -7.02" homo_lumo_gap_ev="7.86 / 6.25" relative_energy_kj_mol=433.9
C -0.84 2.85 0.03
C -2.68 -0.93 -0.06
O -1.22 1.61 -0.58
Si 4.34 -2.76 0.35
Si -1.29 0.29 0.39
H -1.26 3.57 -0.63
H 0.31 2.89 0.05
H -1.36 2.73 1.10
H -2.58 -1.73 0.82
H -3.66 -0.71 -0.15
H -2.32 -1.44 -1.00
H 3.39 -3.71 -0.08
H 4.13 -2.58 1.92
H 4.47 -1.47 -0.08
H -1.30 0.61 1.81